1.
{"formula": "C41H49BO2P2Pd", "method": "the ωB97M-V functional and the def2-TZVPD basis", "gap_ev": [6.21, 2.82], "e_homo_ev": [-10.7508, -12.7838], "s2": 6.0256, "spin_multiplicity": 5, "lumo_energy_ev": [-4.540, -9.967], "total_charge": 2, "elements": ["Pd", "C", "C", "C", "C", "C", "C", "C", "C", "C", "H", "H", "H", "H", "H", "H", "H", "H", "H", "H", "H", "H", "H", "H", "H", "P", "P", "C", "C", "C", "C", "C", "C", "C", "C", "C", "C", "C", "C", "C", "C", "C", "C", "C", "C", "C", "C", "C", "C", "C", "C", "C", "C", "H", "H", "H", "H", "H", "H", "H", "H", "H", "H", "H", "H", "H", "H", "H", "H", "H", "H", "H", "H", "H", "H", "C", "C", "C", "O", "B", "O", "C", "C", "C", "H", "H", "H", "H", "H", "H", "H", "H", "H", "H", "H", "H"], "xyz": [[1.94505, -1.68684, -0.64795], [-2.89173, 0.33047, 0.42282], [-2.96280, 0.10890, -0.88828], [-2.99172, 1.10226, -2.02135], [-1.65876, 1.68149, -2.55024], [-0.78322, 2.40845, -1.54865], [-1.06479, 2.69714, -0.29177], [-2.44164, 2.86414, 0.29793], [-2.92662, 1.66186, 1.13260], [2.49847, 0.16003, -0.71202], [-2.74111, -0.52800, 1.08427], [-3.01555, -0.92069, -1.23294], [-3.67870, 1.94534, -1.84467], [-3.41632, 0.54262, -2.87766], [-1.05962, 0.86582, -2.98828], [-1.89320, 2.34567, -3.40120], [0.19251, 2.72262, -1.97955], [-0.23685, 2.85840, 0.42566], [-3.18690, 3.08582, -0.47536], [-2.39442, 3.72081, 0.98702], [-2.29520, 1.53110, 2.03244], [-3.93383, 1.93110, 1.52594], [3.46529, 0.25742, -0.17464], [1.71540, 0.85390, -0.35768], [2.65556, 0.20409, -1.81698], [0.10623, -2.21209, -8.60384], [2.01968, 0.29377, -8.96610], [-0.56044, -0.64079, -9.22961], [0.28961, 0.38129, -9.49430], [-0.64152, -3.33214, -9.90264], [-1.76069, -3.00759, -10.68616], [-2.26856, -3.93229, -11.61240], [-1.63759, -5.16582, -11.79855], [-0.47737, -5.46277, -11.06911], [0.02675, -4.55104, -10.14173], [-1.01579, -2.36731, -7.16220], [-0.74522, -1.49175, -6.09512], [-1.52842, -1.54570, -4.94410], [-2.60091, -2.45181, -4.87608], [-2.87295, -3.31170, -5.94870], [-2.06858, -3.28532, -7.09285], [2.69005, 0.96894, -10.61774], [2.55655, 0.15404, -11.75610], [2.92564, 0.63472, -13.01257], [3.43529, 1.92984, -13.16003], [3.59092, 2.73036, -12.02821], [3.24048, 2.25151, -10.75725], [2.07893, 1.82037, -7.95565], [3.24689, 1.98548, -7.18511], [3.44706, 3.16801, -6.47643], [2.47393, 4.17952, -6.51010], [1.28831, 3.98808, -7.23104], [1.07574, 2.79552, -7.93221], [-1.64689, -0.56037, -9.39444], [-0.00627, 1.25442, -10.09432], [-2.25058, -2.04011, -10.59643], [-3.16018, -3.67980, -12.18555], [-2.04238, -5.88760, -12.51008], [0.03207, -6.41297, -11.22702], [0.94343, -4.77716, -9.59036], [0.07557, -0.77496, -6.17914], [-1.29997, -0.89523, -4.09961], [-3.22252, -2.47965, -3.97840], [-3.70775, -4.01136, -5.89557], [-2.26118, -3.96326, -7.92490], [2.14120, -0.85453, -11.66017], [2.81566, 0.00139, -13.88846], [3.70785, 2.31056, -14.14775], [3.98504, 3.73600, -12.12402], [3.37924, 2.89425, -9.88805], [3.99535, 1.19116, -7.16991], [4.36204, 3.30151, -5.90078], [2.63645, 5.10863, -5.96310], [0.52294, 4.76401, -7.24887], [0.13981, 2.64735, -8.47013], [2.71342, 0.63215, 4.13895], [2.16664, -0.57698, 3.39170], [2.70035, -1.78026, 4.16130], [2.68433, -0.64178, 2.06508], [1.67652, -1.14478, 1.21631], [0.42535, -1.15415, 1.86958], [0.60256, -0.62026, 3.19208], [-0.14874, -1.47615, 4.20810], [0.01049, 0.77815, 3.24572], [3.80867, 0.67198, 4.09336], [2.44383, 0.53298, 5.19921], [2.32379, 1.59126, 3.80099], [3.78292, -1.83720, 4.00656], [2.52736, -1.67376, 5.24083], [2.24579, -2.72266, 3.83411], [0.08252, -1.15147, 5.23127], [-1.23115, -1.35338, 4.09787], [0.07165, -2.54560, 4.13080], [0.41425, 1.41375, 2.44497], [-1.07818, 0.71838, 3.15226], [0.20014, 1.27766, 4.21353]], "atomic_forces_ev_per_a": [[-0.76, -2.96, -0.20], [-0.06, 0.11, 0.08], [0.39, 0.10, 0.05], [-0.71, 0.15, -0.92], [-0.27, 0.48, 0.19], [0.72, -0.23, -1.37], [0.05, 0.26, 1.06], [-0.05, -0.52, 0.49], [0.02, 0.10, 0.32], [1.11, 2.87, -0.52], [-0.42, 0.07, -0.23], [0.27, -0.08, 0.21], [0.16, -0.53, -0.04], [0.01, 0.41, 0.26], [0.01, 0.24, 0.25], [0.03, -0.21, 0.21], [-0.29, -0.80, 0.64], [-0.36, 0.62, -0.64], [0.39, 0.14, 0.37], [-0.09, -0.08, -0.35], [-0.31, 0.42, -0.39], [0.46, -0.52, -0.28], [-0.63, 0.23, -0.34], [0.57, 0.05, -0.36], [-0.15, 0.38, 0.55], [-2.01, 0.24, -0.63], [-0.52, 1.80, -2.07], [1.02, 1.49, -0.27], [-1.30, -1.46, -0.06], [0.95, -0.36, -0.09], [-0.09, -0.20, -0.09], [0.32, 0.08, 0.30], [0.21, 0.22, 0.34], [-0.19, 0.07, -0.09], [-0.29, 0.14, 0.11], [0.54, -0.14, 0.09], [-0.25, -0.25, 0.13], [-0.17, -0.25, -0.25], [0.23, 0.08, -0.19], [0.16, 0.19, 0.02], [0.00, 0.05, 0.35], [0.28, -0.54, 0.50], [-0.02, 0.01, 0.01], [-0.04, 0.08, 0.10], [-0.10, -0.16, 0.31], [-0.16, -0.27, 0.31], [0.07, 0.01, -0.16], [0.61, -0.52, 0.85], [-0.29, 0.32, -0.20], [-0.22, 0.11, -0.03], [0.01, -0.37, -0.15], [0.22, -0.28, 0.07], [0.10, 0.21, 0.05], [0.60, -0.01, 0.01], [0.01, -0.31, 0.45], [0.03, -0.34, 0.02], [0.25, -0.04, 0.14], [0.16, 0.24, 0.21], [-0.10, 0.26, 0.04], [-0.32, -0.02, -0.16], [-0.17, -0.20, 0.10], [-0.16, -0.15, -0.25], [0.18, -0.05, -0.30], [0.23, 0.22, 0.02], [0.03, 0.16, 0.25], [0.18, 0.31, -0.07], [-0.02, 0.06, 0.17], [-0.08, -0.17, 0.37], [-0.03, -0.09, 0.03], [-0.04, -0.16, -0.23], [-0.11, 0.27, 0.02], [-0.24, 0.01, -0.13], [-0.04, -0.25, -0.17], [0.21, -0.21, 0.02], [0.31, 0.13, 0.16], [0.33, 0.44, 0.43], [-0.16, 1.42, -0.69], [0.41, -1.71, 0.61], [-0.93, 0.19, 0.92], [-0.17, -1.35, 0.19], [0.76, 0.87, 1.15], [0.26, -1.42, 0.25], [-0.48, -0.32, 0.25], [-0.43, 1.63, 0.11], [-0.27, -0.15, -0.10], [0.03, 0.03, -0.28], [0.08, -0.13, -0.29], [-0.24, 0.08, -0.05], [-0.13, 0.14, -0.43], [0.14, 0.25, -0.11], [0.12, 0.06, -0.28], [0.21, -0.02, -0.14], [0.06, 0.28, -0.13], [-0.10, -0.21, 0.17], [0.36, -0.21, -0.17], [0.09, -0.50, -0.41]]}

=====

2.
{"formula": "C41H50BFN11O4SZr", "method": "the ωB97M-V functional and the def2-TZVPD basis", "gap_ev": [4.67, 7.21], "e_homo_ev": [-8.8688, -11.4241], "s2": 0.7836, "spin_multiplicity": 2, "lumo_energy_ev": [-4.201, -4.214], "total_charge": 2, "elements": ["Zr", "C", "C", "C", "C", "C", "N", "N", "B", "N", "N", "C", "C", "C", "C", "C", "N", "N", "C", "C", "C", "C", "C", "H", "H", "H", "H", "H", "H", "H", "H", "H", "H", "H", "H", "H", "H", "H", "H", "H", "H", "H", "H", "H", "H", "C", "C", "N", "C", "C", "C", "O", "O", "C", "O", "C", "C", "C", "F", "C", "C", "C", "N", "C", "C", "N", "C", "C", "H", "H", "H", "H", "H", "H", "H", "H", "H", "H", "H", "H", "H", "H", "H", "H", "H", "H", "O", "N", "C", "C", "C", "C", "C", "H", "H", "H", "H", "H", "S", "C", "N", "C", "C", "C", "C", "H", "H", "H", "H", "H"], "xyz": [[-0.63248, 1.45585, 0.96135], [-0.04254, 1.21226, -2.66388], [-1.23618, 0.54425, -2.06596], [-2.06620, -0.39323, -2.67812], [-3.02968, -0.72183, -1.74188], [-4.16782, -1.67169, -1.89782], [-2.78333, -0.00878, -0.63275], [-1.69181, 0.78501, -0.82555], [-3.51336, -0.04806, 0.73205], [-3.72276, 1.39482, 1.21496], [-2.67600, 2.25609, 1.36969], [-3.18054, 3.40320, 1.85028], [-2.34400, 4.59441, 2.19359], [-4.56447, 3.28141, 1.97368], [-4.87042, 1.99540, 1.56526], [-6.20240, 1.32933, 1.52037], [-2.59235, -0.74886, 1.76729], [-1.52934, -0.08278, 2.29794], [-0.85611, -0.95319, 3.06517], [0.40124, -0.59331, 3.78997], [-1.51574, -2.17857, 3.05273], [-2.60790, -2.01298, 2.21388], [-3.67162, -2.99933, 1.87430], [0.59368, 0.46896, -3.14626], [-0.36255, 1.92549, -3.42419], [0.53146, 1.74704, -1.91681], [-1.97589, -0.78077, -3.67882], [-4.18912, -2.03362, -2.92282], [-4.06561, -2.53141, -1.23517], [-5.12027, -1.18919, -1.68007], [-4.54530, -0.62623, 0.62733], [-1.29022, 4.38830, 2.03872], [-2.62642, 5.43209, 1.55607], [-2.51439, 4.89127, 3.23061], [-5.25926, 4.02688, 2.32168], [-6.96882, 2.02802, 1.84610], [-6.44033, 0.99715, 0.50995], [-6.22695, 0.45979, 2.17779], [1.01601, 0.08661, 3.20274], [0.17756, -0.12450, 4.75037], [0.97938, -1.49444, 3.98423], [-1.24141, -3.07638, 3.58075], [-3.54045, -3.89801, 2.47184], [-4.66003, -2.58887, 2.08099], [-3.63583, -3.27962, 0.82124], [5.74173, -0.86628, -2.73365], [5.50610, -1.14837, -1.25228], [4.12084, -0.94026, -0.85463], [3.78442, 0.25303, -0.26165], [2.51974, 0.52509, 0.13848], [2.10234, 1.79814, 0.80969], [2.69625, 2.23283, 1.77873], [1.02008, 2.33859, 0.29808], [1.49635, -0.45268, 0.00626], [0.28485, -0.25477, 0.50878], [1.83738, -1.69091, -0.59857], [0.87658, -2.70133, -0.75181], [1.22072, -3.91263, -1.31477], [0.24937, -4.85769, -1.37748], [2.49820, -4.16567, -1.79070], [3.45608, -3.13306, -1.66661], [3.16344, -1.92689, -1.05175], [2.91380, -5.37076, -2.43360], [1.91962, -6.32331, -2.91350], [2.64737, -7.38463, -3.76296], [3.94900, -6.80247, -4.20890], [4.87583, -6.64670, -3.04390], [4.05532, -6.08024, -1.87091], [6.77626, -1.08807, -2.99623], [5.54843, 0.18386, -2.95196], [5.08265, -1.46795, -3.36046], [6.12543, -0.48376, -0.65249], [5.79298, -2.16999, -0.99580], [4.58409, 0.96680, -0.12628], [-0.13169, -2.52651, -0.40304], [4.43425, -3.31134, -2.09081], [1.19133, -5.78509, -3.51630], [1.38124, -6.83049, -2.10768], [2.05820, -7.66534, -4.63255], [2.87128, -8.28367, -3.19249], [3.75343, -5.86844, -4.57402], [4.37785, -7.36802, -4.93941], [5.68006, -5.97619, -3.34004], [5.30075, -7.61942, -2.80283], [4.67040, -5.41107, -1.27854], [3.72750, -6.89219, -1.20761], [-0.13173, 2.34848, 2.75154], [-0.05241, 2.82473, 3.96742], [1.10876, 3.34658, 4.39777], [1.19592, 3.86333, 5.67046], [0.08904, 3.83762, 6.50847], [-1.09144, 3.27976, 6.03373], [-1.14141, 2.77798, 4.75518], [1.92015, 3.30828, 3.68223], [2.13382, 4.28674, 5.99873], [0.14548, 4.24037, 7.50974], [-1.97494, 3.23189, 6.65358], [-2.01915, 2.33069, 4.31023], [-1.24127, 3.91390, -0.93711], [-1.30579, 5.46114, -1.57872], [-0.41679, 6.42043, -1.18498], [-0.40830, 7.69475, -1.65257], [-1.32068, 8.09611, -2.57126], [-2.26659, 7.14932, -3.02775], [-2.25741, 5.87207, -2.54816], [0.27644, 6.12853, -0.51208], [0.35411, 8.34900, -1.25559], [-1.32222, 9.10829, -2.94409], [-3.00462, 7.43960, -3.76389], [-2.96828, 5.13032, -2.87952]], "atomic_forces_ev_per_a": [[-0.74, 0.94, 0.18], [-0.13, -0.11, 0.02], [-0.21, 0.00, -0.02], [0.13, 0.06, 0.04], [0.05, 0.02, -0.14], [-0.01, 0.03, 0.10], [-0.33, 0.01, -0.04], [-0.38, -0.37, -1.08], [0.27, 0.10, -0.01], [-0.27, 0.07, -0.16], [-0.88, 0.25, 0.38], [-0.05, -0.08, -0.03], [-0.15, -0.11, -0.09], [0.10, 0.01, 0.09], [0.03, 0.10, 0.07], [0.06, -0.06, -0.04], [-0.21, -0.14, 0.09], [0.01, -0.66, 0.52], [-0.25, -0.07, 0.09], [-0.14, -0.05, -0.11], [0.09, 0.04, 0.00], [0.03, 0.05, 0.13], [-0.05, 0.07, -0.05], [0.00, -0.01, 0.04], [0.01, 0.04, 0.03], [0.12, 0.07, -0.01], [-0.02, 0.01, 0.00], [-0.02, -0.01, 0.00], [-0.03, 0.01, -0.01], [0.00, -0.02, 0.00], [-0.05, -0.05, 0.01], [0.08, 0.09, -0.01], [0.05, 0.03, 0.00], [-0.01, 0.00, -0.02], [0.02, 0.02, 0.00], [-0.01, 0.01, -0.01], [-0.03, -0.01, 0.02], [-0.02, -0.01, -0.02], [0.09, 0.02, 0.03], [0.02, 0.02, 0.01], [0.01, 0.01, 0.03], [0.00, 0.02, 0.02], [0.01, -0.01, -0.01], [-0.01, -0.03, -0.03], [-0.01, -0.01, 0.02], [-0.03, -0.05, 0.11], [0.03, 0.02, -0.26], [0.06, 0.15, 0.13], [-0.01, 0.21, 0.08], [-0.53, -0.14, 0.09], [1.55, -0.17, 0.26], [-0.10, 0.18, -0.29], [0.65, 0.15, -0.02], [0.87, -0.37, -0.43], [0.85, -0.45, 0.14], [-0.52, 0.22, 0.19], [0.08, 0.04, -0.02], [0.14, 0.06, 0.07], [0.08, -0.10, -0.07], [-0.18, -0.03, -0.05], [-0.01, 0.02, 0.00], [0.03, -0.24, -0.11], [0.07, -0.04, -0.05], [0.08, 0.19, 0.01], [-0.35, 0.00, 0.14], [0.00, -0.14, -0.07], [0.16, 0.09, 0.46], [-0.14, -0.10, -0.01], [0.00, 0.02, -0.03], [0.00, 0.00, -0.02], [0.01, 0.01, -0.02], [-0.02, -0.03, 0.07], [0.00, 0.02, 0.05], [0.03, -0.03, -0.02], [-0.01, -0.06, 0.00], [0.01, 0.03, 0.02], [-0.04, -0.02, -0.02], [0.00, -0.03, -0.02], [0.08, 0.00, -0.05], [0.10, 0.00, -0.03], [0.04, 0.04, -0.04], [0.01, 0.04, -0.06], [-0.05, 0.02, -0.10], [-0.04, -0.04, -0.12], [0.02, 0.03, -0.01], [0.03, 0.01, 0.01], [0.32, 0.16, 0.25], [-0.21, 0.00, 0.37], [0.20, -0.04, -0.23], [-0.10, 0.06, 0.21], [0.02, -0.07, -0.20], [0.09, 0.09, 0.17], [-0.19, -0.09, -0.02], [-0.04, -0.03, -0.09], [0.02, -0.03, -0.03], [0.00, 0.00, 0.00], [-0.02, -0.02, -0.04], [0.05, -0.02, -0.07], [-0.39, 0.03, -0.38], [0.17, 0.06, 0.22], [-0.17, -0.01, -0.14], [0.03, 0.19, -0.04], [-0.09, -0.03, -0.06], [0.07, -0.08, 0.08], [-0.01, 0.05, -0.04], [0.04, -0.03, 0.04], [0.02, -0.05, 0.04], [0.06, 0.01, 0.04], [0.00, 0.01, 0.00], [-0.01, 0.02, -0.01]]}

=====

| no. | electronic energy (Eh) |
| --- | --- |
| 1 | -2576.8037 |
| 2 | -3065.3649 |